a:
Formula: C5H11NOS
Source: the OMol25 dataset
Level of theory: ωB97M-V/def2-TZVPD

The calculation puts the lowest unoccupied orbital energy at -3.6579 eV. As for the molecular weight: 133.216 g/mol. As for the net charge: 0. Its multiplicity is 1. Its HOMO-LUMO gap is 0.16375 Ha. The calculation puts the HOMO energy at -8.11 eV.

Each line ends with the natural charge from an NBO analysis.
CARTESIAN COORDINATES (ANGSTROEM)
1 C 0.928 0.838 -1.010  -0.0309
2 C -0.341 1.507 -0.360  -0.4658
3 C -0.957 0.771 0.861  -0.5596
4 S -1.967 -0.628 0.285  -0.0720
5 C 1.923 0.542 -0.137  0.4981
6 N 2.453 -0.849 -0.056  -0.5767
7 C 1.441 -1.886 -0.248  -0.4656
8 O 2.194 1.268 0.920  -0.5749
9 H -5.203 -0.149 0.335  0.0034
10 H 0.773 0.288 -1.977  0.2339
11 H 0.095 2.422 -0.089  0.2730
12 H -1.111 1.618 -1.120  0.2315
13 H -0.105 0.339 1.426  0.2508
14 H -1.664 1.451 1.493  0.2413
15 H -4.730 0.078 -0.204  -0.0046
16 H 2.805 -0.975 0.896  0.3946
17 H 1.420 -2.178 -1.282  0.1972
18 H 1.675 -2.868 0.295  0.2164
19 H 0.371 -1.589 -0.028  0.2099

***

b:
Formula: C5H11NOS
Source: the OMol25 dataset
Level of theory: ωB97M-V/def2-TZVPD

The calculation puts the lowest unoccupied orbital energy at 0.7874 eV. As for the molecular weight: 133.216 g/mol. As for the net charge: 0. Its multiplicity is 1. Its HOMO-LUMO gap is 0.35245 Ha. The calculation puts the HOMO energy at -8.80 eV.

Each line ends with the natural charge from an NBO analysis.
CARTESIAN COORDINATES (ANGSTROEM)
1 C -1.009 0.946 0.036  -0.2681
2 C -0.365 -0.561 0.121  0.2455
3 C -0.386 -1.362 -1.203  -0.6322
4 C -1.097 -1.491 1.174  -0.6328
5 C 2.018 1.883 -0.236  -0.8638
6 N -0.508 1.701 1.119  -0.8206
7 O 0.893 -0.368 0.611  -0.6830
8 S 1.006 1.325 1.201  1.2780
9 H -0.580 1.423 -0.865  0.1727
10 H -2.157 0.817 -0.067  0.2125
11 H 0.441 -2.047 -1.091  0.2239
12 H -0.350 -0.830 -2.107  0.2103
13 H -1.262 -1.964 -1.272  0.2101
14 H -1.299 -1.048 2.137  0.2238
15 H -0.428 -2.427 1.375  0.2071
16 H -1.889 -1.911 0.627  0.1981
17 H 1.839 1.262 -1.051  0.2333
18 H 3.082 1.709 -0.006  0.2400
19 H 2.052 2.942 -0.505  0.2452

***

c:
Formula: C5H11NOS
Source: the OMol25 dataset
Level of theory: ωB97M-V/def2-TZVPD

The calculation puts the lowest unoccupied orbital energy at 0.6815 eV. As for the molecular weight: 133.216 g/mol. As for the net charge: 0. Its multiplicity is 1. The SMILES is C[C@]1(S)C[C@@H](N)[C@H]1O. Its HOMO-LUMO gap is 0.36013 Ha. The calculation puts the HOMO energy at -9.12 eV.

Each line ends with the natural charge from an NBO analysis.
CARTESIAN COORDINATES (ANGSTROEM)
1 C 1.417 1.359 0.519  -0.6156
2 C 0.857 0.076 -0.095  -0.1625
3 C -0.168 0.353 -1.211  -0.4225
4 C -1.298 0.249 -0.157  -0.0528
5 C -0.305 -0.529 0.756  0.0635
6 H 2.060 1.850 -0.169  0.2215
7 H 1.992 1.162 1.433  0.2103
8 H 0.611 2.039 0.826  0.2145
9 H 2.983 -0.887 0.461  0.1205
10 H -0.040 1.286 -1.783  0.2161
11 H -0.272 -0.486 -1.938  0.2234
12 H -1.548 1.230 0.280  0.1930
13 H -2.347 -1.400 -0.735  0.3731
14 H -3.205 -0.340 0.150  0.3570
15 H -0.279 -0.301 1.829  0.1593
16 H 0.373 -2.320 0.464  0.4860
17 N -2.512 -0.381 -0.589  -0.8220
18 O -0.501 -1.902 0.555  -0.7340
19 S 2.182 -1.059 -0.595  -0.0288

***

Calculated relative energies: a 5.889; b 2.414; c 0.000, given in eV

***

a:
Formula: C4H4O3
Source: the OMol25 dataset
Level of theory: ωB97M-V/def2-TZVPD

The calculation puts the lowest unoccupied orbital energy at 0.0430 eV. As for the molecular weight: 100.073 g/mol. As for the net charge: 0. Its multiplicity is 1. The SMILES is CC(=O)OC=C=O. Its HOMO-LUMO gap is 0.31579 Ha. The calculation puts the HOMO energy at -8.55 eV.

Each line ends with the natural charge from an NBO analysis.
CARTESIAN COORDINATES (ANGSTROEM)
1 C 1.466 0.999 0.147  -0.7325
2 C 0.511 -0.091 0.548  0.7943
3 C -1.147 -1.182 -0.687  -0.2093
4 O 0.185 -0.905 -0.644  -0.5333
5 C -2.029 -0.285 -0.227  0.6317
6 O 0.248 -0.468 1.649  -0.5077
7 O -2.972 0.367 -0.050  -0.4226
8 H -1.430 -2.209 -0.905  0.2369
9 H 2.080 1.257 1.015  0.2410
10 H 2.140 0.615 -0.631  0.2522
11 H 0.947 1.899 -0.215  0.2493

***

b:
Formula: C4H4O3
Source: the OMol25 dataset
Level of theory: ωB97M-V/def2-TZVPD

The calculation puts the lowest unoccupied orbital energy at 0.0575 eV. As for the molecular weight: 100.073 g/mol. As for the net charge: 0. Its multiplicity is 1. Its HOMO-LUMO gap is 0.37336 Ha. The calculation puts the HOMO energy at -10.10 eV.

Each line ends with the natural charge from an NBO analysis.
CARTESIAN COORDINATES (ANGSTROEM)
1 C 1.096 1.136 -0.450  -0.6978
2 C -0.023 0.236 -0.112  0.5272
3 O -1.191 0.220 -0.717  -0.5075
4 C -0.483 -0.492 1.140  0.5006
5 O -0.310 -0.469 2.319  -0.4843
6 C -1.136 -1.272 0.008  0.2853
7 O 0.006 -1.624 -0.549  -0.5958
8 H 0.874 2.115 -0.008  0.2626
9 H 1.195 1.248 -1.531  0.2548
10 H 2.024 0.760 -0.013  0.2558
11 H -2.053 -1.859 -0.087  0.1991

***

Calculated relative energies: a 0.000; b 1.826, given in eV

***

a:
Formula: C6H16NO
Source: the OMol25 dataset
Level of theory: ωB97M-V/def2-TZVPD

The calculation puts the lowest unoccupied orbital energy at -7.5251 eV. As for the molecular weight: 118.200 g/mol. As for the net charge: +1. Its multiplicity is 1. Its HOMO-LUMO gap is 0.19236 Ha. The calculation puts the HOMO energy at -12.76 eV.

Each line ends with the natural charge from an NBO analysis.
CARTESIAN COORDINATES (ANGSTROEM)
1 C 1.391 -1.244 -1.392  -0.2177
2 O 2.495 -1.129 -0.540  -0.6031
3 C 0.130 -1.261 -0.521  0.4187
4 C -0.153 -0.171 0.390  -0.5875
5 C -1.089 0.979 -0.163  -0.3285
6 C -2.576 0.533 -0.441  -0.3833
7 C -3.399 0.019 0.748  -0.6056
8 N 4.056 1.091 1.177  -1.0796
9 H 1.503 -0.324 -2.070  0.2621
10 H 1.461 -2.062 -2.131  0.2227
11 H 2.232 -1.718 0.106  0.4635
12 H -0.398 -2.213 -0.474  0.2265
13 H -0.720 -0.558 1.277  0.2778
14 H 0.794 0.267 0.758  0.3094
15 H -0.918 1.768 0.597  0.2501
16 H -0.665 1.316 -1.128  0.2246
17 H -2.520 -0.372 -1.130  0.1820
18 H -3.163 1.279 -0.761  0.2314
19 H -2.892 -0.815 1.239  0.1911
20 H -4.272 -0.373 0.154  0.2365
21 H -3.634 0.872 1.405  0.2266
22 H 3.328 1.746 1.266  0.3468
23 H 4.123 0.715 0.245  0.3631
24 H 4.887 1.654 1.388  0.3724

***

b:
Formula: C6H16NO
Source: the OMol25 dataset
Level of theory: ωB97M-V/def2-TZVPD

The calculation puts the lowest unoccupied orbital energy at -3.3417 eV. As for the molecular weight: 118.200 g/mol. As for the net charge: +1. Its multiplicity is 1. The SMILES is CC(C)C[C@H]([NH3+])CO. Its HOMO-LUMO gap is 0.39040 Ha. The calculation puts the HOMO energy at -13.96 eV.

Each line ends with the natural charge from an NBO analysis.
CARTESIAN COORDINATES (ANGSTROEM)
1 C -2.357 0.151 0.789  -0.0818
2 O -2.795 -0.922 1.580  -0.7858
3 C -0.776 -0.107 0.686  -0.0593
4 C -0.124 0.054 -0.760  -0.4514
5 C 1.435 0.134 -0.797  -0.2174
6 C 2.066 0.809 0.358  -0.6408
7 C 1.763 0.914 -2.271  -0.5811
8 N -0.655 -1.578 1.150  -0.7152
9 H -2.863 -0.050 -0.232  0.1992
10 H -2.524 1.104 1.352  0.2179
11 H -3.482 -0.714 2.260  0.5194
12 H -0.370 0.566 1.539  0.2349
13 H -0.727 0.775 -1.348  0.2546
14 H -0.505 -0.866 -1.358  0.2267
15 H 1.925 -0.968 -1.046  0.2045
16 H 3.094 1.039 0.163  0.2493
17 H 1.600 1.832 0.345  0.2090
18 H 1.828 0.409 1.382  0.2029
19 H 1.445 1.885 -2.019  0.2011
20 H 2.775 0.828 -2.564  0.2226
21 H 1.178 0.479 -3.159  0.2184
22 H 0.319 -2.012 0.995  0.4519
23 H -0.824 -1.659 2.211  0.4611
24 H -1.426 -2.103 0.743  0.4592

***

Calculated relative energies: a 2.290; b 0.000, given in eV

***

a:
Formula: C6H9NO2
Source: the OMol25 dataset
Level of theory: ωB97M-V/def2-TZVPD

The calculation puts the lowest unoccupied orbital energy at 0.8842 eV. As for the molecular weight: 127.143 g/mol. As for the net charge: 0. Its multiplicity is 1. The SMILES is O[C@@]12C[C@H]1NC[C@@]21CO1. Its HOMO-LUMO gap is 0.33626 Ha. The calculation puts the HOMO energy at -8.27 eV.

Each line ends with the natural charge from an NBO analysis.
CARTESIAN COORDINATES (ANGSTROEM)
1 C -0.436 -0.918 0.214  0.1851
2 C -1.550 -1.302 -0.661  -0.3860
3 C -1.195 0.135 -0.806  -0.1045
4 C 0.453 1.367 0.242  -0.2582
5 C 0.875 -0.137 0.076  0.1991
6 C 2.226 -0.601 0.417  -0.0965
7 H -1.187 0.190 1.586  0.4909
8 H -1.382 -1.857 -1.580  0.2390
9 H -2.443 -1.587 -0.104  0.2480
10 H -0.651 0.273 -1.740  0.1721
11 H -1.485 2.087 -0.514  0.3832
12 H 0.886 2.055 -0.493  0.2144
13 H 0.608 1.715 1.258  0.2089
14 H 2.419 -1.644 0.691  0.1862
15 H 3.010 0.054 0.792  0.1764
16 N -1.117 1.302 0.030  -0.6542
17 O -0.891 -0.742 1.516  -0.7149
18 O 1.860 -0.391 -0.924  -0.4893

***

b:
Formula: C6H9NO2
Source: the OMol25 dataset
Level of theory: ωB97M-V/def2-TZVPD

The calculation puts the lowest unoccupied orbital energy at -0.4087 eV. As for the molecular weight: 127.143 g/mol. As for the net charge: 0. Its multiplicity is 1. Its HOMO-LUMO gap is 0.29313 Ha. The calculation puts the HOMO energy at -8.39 eV.

Each line ends with the natural charge from an NBO analysis.
CARTESIAN COORDINATES (ANGSTROEM)
1 C -0.753 -1.467 1.018  -0.6372
2 C 1.024 0.337 0.878  0.3566
3 C -0.243 -0.175 0.454  -0.0157
4 C -0.661 0.229 -0.826  -0.0777
5 C 0.581 0.068 -1.983  0.0340
6 C -1.797 0.706 -1.321  -0.3795
7 O 1.229 1.724 0.857  -0.7109
8 O 1.504 -0.232 2.056  -0.7016
9 N 1.758 -0.024 -1.703  -0.4231
10 H 2.345 0.189 2.269  0.4904
11 H 0.404 2.191 1.048  0.4881
12 H 1.713 0.036 -0.228  0.2665
13 H 0.090 0.052 -2.954  0.2046
14 H -1.810 -1.611 0.791  0.2238
15 H -0.189 -2.314 0.614  0.2363
16 H -0.625 -1.501 2.101  0.2388
17 H -1.943 0.827 -2.389  0.2001
18 H -2.628 0.962 -0.681  0.2066

***

Calculated relative energies: a 0.998; b 0.000, given in eV

***

a:
Formula: C6H16N
Source: the OMol25 dataset
Level of theory: ωB97M-V/def2-TZVPD

The calculation puts the lowest unoccupied orbital energy at -7.2575 eV. As for the molecular weight: 102.201 g/mol. As for the net charge: +1. Its multiplicity is 1. Its HOMO-LUMO gap is 0.28092 Ha. The calculation puts the HOMO energy at -14.90 eV.

Each line ends with the natural charge from an NBO analysis.
CARTESIAN COORDINATES (ANGSTROEM)
1 C 2.131 -1.199 0.424  -0.6011
2 C 0.616 -0.895 0.417  -0.2427
3 C 0.101 0.481 0.412  0.4571
4 C -1.158 0.763 -0.292  -0.3653
5 C -2.392 1.177 0.588  -0.5891
6 C -0.819 2.057 -1.136  -0.5708
7 N -0.021 -2.100 1.098  -0.6787
8 H 2.505 -1.043 1.468  0.2199
9 H 2.595 -0.417 -0.224  0.2283
10 H 2.273 -2.269 0.195  0.2688
11 H 0.179 -1.195 -0.538  0.2193
12 H 2.755 -1.512 -2.114  -0.0246
13 H 0.309 1.131 1.261  0.2133
14 H -1.434 -0.034 -1.011  0.2451
15 H -2.145 1.395 1.630  0.2337
16 H -2.682 2.159 0.197  0.2380
17 H -3.292 0.548 0.433  0.2618
18 H -0.023 1.762 -1.860  0.2246
19 H -0.403 2.819 -0.456  0.2285
20 H -1.666 2.355 -1.743  0.2622
21 H 0.246 -1.982 2.082  0.3710
22 H 3.366 -1.961 -1.825  0.0254
23 H -1.040 -2.041 0.994  0.3753

***

b:
Formula: C6H16N
Source: the OMol25 dataset
Level of theory: ωB97M-V/def2-TZVPD

The calculation puts the lowest unoccupied orbital energy at -7.3913 eV. As for the molecular weight: 102.201 g/mol. As for the net charge: +1. Its multiplicity is 1. Its HOMO-LUMO gap is 0.25707 Ha. The calculation puts the HOMO energy at -14.39 eV.

Each line ends with the natural charge from an NBO analysis.
CARTESIAN COORDINATES (ANGSTROEM)
1 C -2.840 -0.212 -0.231  -0.6369
2 C -1.587 0.158 0.626  -0.1970
3 C -0.302 0.354 -0.240  0.4766
4 C 1.068 0.498 0.316  -0.3683
5 C 2.153 -0.258 -0.515  -0.5593
6 C 1.520 2.077 0.489  -0.5474
7 N -1.491 -0.952 1.548  -0.7759
8 H -3.812 -0.316 0.404  0.2754
9 H -2.690 -1.248 -0.763  0.2255
10 H -3.108 0.569 -1.003  0.2327
11 H -1.845 1.023 1.167  0.2858
12 H 0.991 -2.798 -2.203  -0.0320
13 H -0.636 0.952 -1.106  0.2105
14 H 1.077 -0.055 1.254  0.2277
15 H 1.847 -1.289 -0.590  0.2296
16 H 2.065 0.163 -1.498  0.2163
17 H 3.116 -0.096 -0.099  0.2474
18 H 2.597 2.184 0.685  0.2626
19 H 0.903 2.550 1.406  0.2450
20 H 1.287 2.619 -0.419  0.2297
21 H -0.553 -0.961 2.004  0.3565
22 H 1.677 -3.135 -2.223  0.0335
23 H -1.436 -1.828 0.990  0.3621

***

Calculated relative energies: a 0.267; b 0.000, given in eV

***

a:
Formula: C6H16N
Source: the OMol25 dataset
Level of theory: ωB97M-V/def2-TZVPD

The calculation puts the lowest unoccupied orbital energy at -5.0802 eV. As for the molecular weight: 102.201 g/mol. As for the net charge: +1. Its multiplicity is 1. Its HOMO-LUMO gap is 0.30056 Ha. The calculation puts the HOMO energy at -13.26 eV.

Each line ends with the Löwdin charge.
CARTESIAN COORDINATES (ANGSTROEM)
1 C -0.758 2.262 -0.135  -0.0446
2 C 0.182 1.562 0.847  -0.1184
3 C 1.290 0.879 0.260  -0.0888
4 C 0.113 -0.478 1.572  0.1809
5 C 1.241 0.420 -1.142  -0.2528
6 C 2.476 -0.393 -1.433  -0.0751
7 N -3.561 -2.972 0.541  0.0009
8 H -1.640 1.547 -0.244  0.1188
9 H -0.305 2.323 -1.214  0.1112
10 H -1.062 3.270 0.141  0.0930
11 H -0.233 1.676 1.842  0.1229
12 H 2.169 0.748 0.952  0.1642
13 H 0.520 -1.342 1.058  0.0691
14 H -0.958 -0.320 1.212  0.0864
15 H 0.312 -0.223 2.646  0.1048
16 H 1.249 1.247 -1.842  0.1211
17 H 0.273 -0.147 -1.247  0.1515
18 H 2.423 -1.391 -1.085  0.0723
19 H 3.262 0.103 -0.895  0.0746
20 H 2.727 -0.281 -2.509  0.1067
21 H -3.779 -3.125 -0.515  0.0665
22 H -3.318 -2.018 0.612  -0.0498
23 H -2.623 -3.347 0.580  -0.0151

***

b:
Formula: C6H16N
Source: the OMol25 dataset
Level of theory: ωB97M-V/def2-TZVPD

The calculation puts the lowest unoccupied orbital energy at -3.4997 eV. As for the molecular weight: 102.201 g/mol. As for the net charge: +1. Its multiplicity is 1. The SMILES is CC(C)C[C@@H](C)[NH3+]. Its HOMO-LUMO gap is 0.41110 Ha. The calculation puts the HOMO energy at -14.69 eV.

Each line ends with the natural charge from an NBO analysis.
CARTESIAN COORDINATES (ANGSTROEM)
1 C -1.707 -1.649 -1.110  -0.6312
2 C -0.857 -0.490 -0.679  -0.0764
3 C 0.398 -0.913 0.210  -0.4111
4 C 1.366 0.194 0.637  -0.2423
5 C 2.122 0.712 -0.587  -0.6334
6 C 0.741 1.313 1.520  -0.6500
7 N -1.705 0.550 -0.054  -0.7068
8 H -2.583 -1.308 -1.600  0.2174
9 H -2.136 -2.292 -0.317  0.2244
10 H -1.090 -2.275 -1.723  0.2514
11 H -0.371 -0.165 -1.676  0.2422
12 H -0.001 -1.560 1.027  0.2187
13 H 1.085 -1.543 -0.392  0.2514
14 H 1.939 -0.518 1.366  0.2448
15 H 1.393 1.374 -1.173  0.1972
16 H 2.881 1.403 -0.143  0.2409
17 H 2.669 -0.106 -1.317  0.2421
18 H 1.430 2.020 2.008  0.2587
19 H 0.248 0.724 2.374  0.2223
20 H -0.019 2.074 1.204  0.1792
21 H -2.605 0.874 -0.536  0.4538
22 H -1.071 1.362 0.116  0.4640
23 H -2.128 0.219 0.844  0.4427

***

Calculated relative energies: a 3.139; b 0.000, given in eV